Here is C3H3NO3 in the gas phase from the Open Molecules 2025 dataset. Energies are from ωB97M-V with the def2-TZVPD basis set.

Structure (ORCA input):
```
! wB97M-V def2-TZVPD RIJCOSX def2/J DEFGRID3
* xyz 0 1
N 1.281 0.445 -0.789
C 0.420 0.308 0.104
O -0.929 -0.076 -0.008
C -1.185 -1.194 -0.721
O -0.371 -1.827 -1.331
C 0.638 0.958 1.439
O 0.078 2.003 1.201
H 1.042 -0.075 -1.623
H -2.249 -1.446 -0.634
H 1.276 0.905 2.363
*
```

Summary:
F_max: 0.0477 Eh/bohr
Structure (SMILES): [H]/N=C(/C=O)OC=O
HOMO energy: -10.07 eV

***

Here is a molecular structure, C20H43IrO2P3 from the Open Molecules 2025 dataset. Energies are from ωB97M-V with the def2-TZVPD basis set.

Structure (ORCA input):
```
! wB97M-V def2-TZVPD RIJCOSX def2/J DEFGRID3
* xyz 4 6
Ir 0.118 -1.025 0.425
P -2.029 -0.017 0.176
P -0.290 -1.524 2.576
P 0.603 0.980 -1.494
H 0.188 -3.653 0.805
C 0.607 -2.988 0.059
C 1.779 -2.231 0.541
H 2.165 -2.619 1.497
C -2.943 -1.168 -0.904
C -3.145 0.148 1.644
C -2.615 1.625 -0.477
C 1.032 -2.359 3.495
C -0.639 -0.067 3.569
C -1.632 -2.785 2.397
C 2.174 1.422 -2.352
C 0.364 2.634 -0.764
C -0.465 0.835 -3.006
H 0.625 -3.405 -0.941
H 2.654 -2.108 -0.103
H -4.012 -1.152 -0.620
H -2.551 -2.193 -0.816
H -2.849 -0.858 -1.959
H -4.172 0.322 1.290
H -2.820 1.032 2.213
H -3.163 -0.717 2.311
H -2.466 1.757 -1.551
H -2.131 2.442 0.076
H -3.689 1.731 -0.277
H 0.684 -2.479 4.533
H 1.934 -1.719 3.484
H 1.291 -3.354 3.090
H -1.568 -0.207 4.150
H -0.716 0.883 2.991
H 0.205 0.049 4.271
H -1.337 -3.656 2.996
H -1.741 -3.100 1.348
H -2.594 -2.412 2.758
H 2.115 2.460 -2.703
H 2.388 0.752 -3.191
H 2.979 1.330 -1.617
H 1.345 3.138 -0.761
H 0.009 2.571 0.278
H -0.346 3.220 -1.370
H 0.135 1.172 -3.857
H -1.378 1.427 -2.958
H -0.720 -0.218 -3.159
C 2.326 -1.801 -2.806
C 1.499 -2.336 -3.804
C 2.143 -2.934 -4.878
C 3.544 -3.081 -4.915
C 4.342 -2.538 -3.854
C 3.743 -1.908 -2.810
O 1.758 -1.149 -1.873
H 0.016 -1.448 -1.323
H 0.439 -2.131 -3.705
H 1.518 -3.280 -5.704
H 4.064 -3.572 -5.700
H 5.438 -2.667 -3.866
H 4.284 -1.531 -1.943
C 0.327 4.887 2.473
C -0.901 4.056 2.678
C -2.004 4.706 3.455
O -0.993 2.870 2.257
H 0.694 5.242 3.445
H 0.087 5.772 1.866
H 1.106 4.297 1.981
H -2.846 4.016 3.553
H -1.631 5.002 4.444
H -2.336 5.613 2.936
*
```

Summary:
F_max: 0.0903 Eh/bohr
HOMO energy (alpha / beta): -18.77 / -20.04 eV

***

Here is 5 unconnected molecules or ions with the total composition C25H59N6O6PS from the Open Molecules 2025 dataset. Energies are from ωB97M-V with the def2-TZVPD basis set.

Structure (ORCA input):
```
! wB97M-V def2-TZVPD RIJCOSX def2/J DEFGRID3
* xyz 0 1
N -5.896 -1.037 2.137
C -7.328 -1.156 2.152
C -7.864 -2.544 1.808
O -7.857 -3.418 2.924
C -6.863 -4.421 2.956
C -5.594 -3.987 3.654
C -4.342 -4.266 3.129
C -3.211 -3.837 3.813
N -3.266 -3.163 4.956
C -4.471 -2.904 5.465
C -5.653 -3.294 4.860
O -7.965 -0.263 1.228
C -7.230 0.790 0.658
P -6.043 0.320 -0.666
S -5.938 1.559 -2.162
H -5.501 -0.965 3.063
H -5.443 -1.808 1.663
H -7.690 -0.904 3.156
H -8.897 -2.441 1.471
H -7.281 -2.971 0.979
H -6.630 -4.766 1.940
H -7.300 -5.265 3.496
H -4.234 -4.803 2.192
H -2.221 -4.042 3.417
H -4.492 -2.356 6.403
H -6.606 -3.049 5.313
H -6.691 1.393 1.396
H -7.955 1.426 0.146
H -6.470 -0.987 -0.969
H -4.820 0.094 -0.023
C -0.752 2.863 -4.943
C -1.712 2.770 -3.761
C -1.068 2.252 -2.471
O -0.791 0.861 -2.457
C 0.409 0.488 -3.101
N -2.896 2.008 -4.154
H -0.579 1.883 -5.390
H -1.179 3.499 -5.717
H 0.213 3.279 -4.645
H -2.049 3.787 -3.528
H -1.772 2.414 -1.650
H -0.149 2.814 -2.247
H 1.185 1.248 -2.957
H 0.273 0.317 -4.173
H 0.743 -0.446 -2.646
H -3.591 2.058 -3.414
H -2.638 1.027 -4.208
C 5.156 1.238 0.702
C 3.665 1.524 0.578
C 3.069 1.156 -0.782
O 3.403 2.040 -1.832
C 4.643 1.799 -2.474
N 3.414 2.916 0.958
H 5.756 1.996 0.196
H 5.448 1.243 1.752
H 5.412 0.263 0.284
H 3.144 0.895 1.308
H 1.979 1.202 -0.702
H 3.338 0.124 -1.052
H 4.837 0.727 -2.570
H 5.481 2.270 -1.953
H 4.576 2.225 -3.474
H 2.416 3.086 1.017
H 3.747 3.518 0.210
C 5.492 0.897 6.165
C 4.907 1.538 4.912
C 4.524 3.013 5.070
O 3.354 3.239 5.835
C 3.536 3.273 7.235
N 3.793 0.720 4.427
H 4.711 0.651 6.886
H 5.997 -0.033 5.907
H 6.212 1.558 6.653
H 5.681 1.518 4.137
H 4.304 3.412 4.077
H 5.362 3.586 5.490
H 4.490 3.745 7.497
H 3.504 2.277 7.684
H 2.725 3.867 7.653
H 3.492 1.088 3.529
H 3.001 0.869 5.047
C 4.720 -2.429 -5.757
C 3.695 -1.692 -4.902
C 2.252 -2.165 -5.104
O 1.652 -1.737 -6.310
C 1.929 -2.528 -7.447
N 3.857 -0.250 -5.103
H 4.708 -2.068 -6.786
H 5.723 -2.258 -5.366
H 4.532 -3.504 -5.768
H 3.929 -1.900 -3.851
H 1.640 -1.734 -4.311
H 2.189 -3.259 -5.018
H 1.983 -3.590 -7.184
H 2.863 -2.241 -7.936
H 1.110 -2.382 -8.150
H 3.266 0.256 -4.448
H 3.489 -0.017 -6.021
*
```

Summary:
F_max: 0.0076 Eh/bohr
Structure (SMILES): N[C@H](COCc1ccncc1)OC[PH2]=S.COC[C@@H](C)N.COC[C@@H](C)N.COC[C@@H](C)N.COC[C@@H](C)N
HOMO energy: -8.60 eV

***

Here is C3H3ClOS in the gas phase from the Open Molecules 2025 dataset. Energies are from ωB97M-V with the def2-TZVPD basis set.

Structure (ORCA input):
```
! wB97M-V def2-TZVPD RIJCOSX def2/J DEFGRID3
* xyz 0 1
C 0.131 -0.564 -0.182
C 1.371 0.384 -0.089
C -1.198 0.046 0.104
O 0.327 -1.696 -0.475
S 1.224 2.000 -0.155
Cl 2.881 -0.362 -0.025
H -1.635 -0.584 0.885
H -1.285 0.909 0.647
H -1.816 -0.135 -0.711
*
```

Summary:
F_max: 0.0661 Eh/bohr
Structure (SMILES): CC(=O)C(=S)Cl
HOMO energy: -9.36 eV

***

Here is a molecular structure, C11H24O11V from the Open Molecules 2025 dataset. Energies are from ωB97M-V with the def2-TZVPD basis set.

Structure (ORCA input):
```
! wB97M-V def2-TZVPD RIJCOSX def2/J DEFGRID3
* xyz -3 1
O 1.360 1.001 -1.407
V 1.424 -0.100 -0.262
O 0.405 0.400 0.846
C 3.200 -0.632 0.370
O 2.360 -0.512 1.250
O 3.140 0.137 -0.591
O 3.536 -1.812 0.133
C 0.962 -1.987 -0.777
O 1.806 -2.901 -0.603
O 1.283 -1.085 -1.597
O 0.756 -1.410 0.305
C -1.350 -2.117 -2.291
C -1.336 -0.568 -2.149
C -1.649 -0.195 -0.678
O -0.050 -0.176 -2.537
H -0.693 -2.621 -1.582
H -1.267 -2.548 -3.288
H -2.362 -2.420 -2.022
H -2.098 -0.118 -2.785
H -0.761 -0.336 -0.062
H -2.475 -0.769 -0.258
H -1.977 0.843 -0.635
H 0.696 -0.756 -2.364
C -1.335 2.786 -0.800
C -0.240 3.729 -0.160
C 1.212 3.243 -0.310
O -0.210 5.044 -0.718
H -1.086 2.507 -1.824
H -2.281 3.328 -0.801
H -1.623 1.951 -0.161
H -0.452 3.844 0.903
H 1.241 2.294 0.226
H 1.866 3.864 0.301
H 1.476 3.236 -1.367
H -1.113 5.330 -0.559
C 0.428 -0.575 2.675
C -0.065 -2.026 2.630
C -1.305 -2.176 1.714
O 1.016 -2.798 2.160
H -0.355 0.139 2.931
H 0.870 -0.145 1.777
H 1.200 -0.592 3.444
H -0.334 -2.321 3.645
H -2.100 -1.526 2.079
H -1.741 -3.174 1.664
H -1.019 -1.755 0.749
H 1.041 -3.525 2.787
*
```

Summary:
F_max: 0.3567 Eh/bohr
HOMO energy: 4.19 eV

***

Here is 2 unconnected molecules or ions with the total composition C7H16OSi from the Open Molecules 2025 dataset. Energies are from ωB97M-V with the def2-TZVPD basis set.

Structure (ORCA input):
```
! wB97M-V def2-TZVPD RIJCOSX def2/J DEFGRID3
* xyz 0 1
C 2.362 1.341 0.562
C 2.166 0.129 0.092
C 3.025 -0.773 -0.534
C -2.988 -0.208 -0.548
C -0.543 1.397 -1.154
C -1.392 0.540 1.830
C -0.390 -1.577 -0.181
O -0.299 -2.691 0.655
Si -1.189 0.074 -0.057
H 1.462 1.846 0.850
H 3.450 1.830 0.574
H 4.089 -0.451 -0.421
H 2.987 -1.766 -0.023
H 2.791 -0.947 -1.542
H -3.643 -0.039 0.335
H -3.474 0.403 -1.357
H -3.151 -1.196 -0.859
H -1.102 1.393 -2.079
H -0.773 2.362 -0.630
H 0.522 1.640 -1.378
H -0.520 0.366 2.469
H -1.729 1.567 1.879
H -2.003 -0.158 2.396
H 0.174 -1.671 -1.095
H 0.168 -3.410 0.216
*
```

Summary:
F_max: 0.0728 Eh/bohr
HOMO energy (alpha / beta): -8.43 / -7.31 eV

***

Here is a gas-phase ion, C6H9O2 (charge -1) from the Open Molecules 2025 dataset. Energies are from ωB97M-V with the def2-TZVPD basis set.

Structure (ORCA input):
```
! wB97M-V def2-TZVPD RIJCOSX def2/J DEFGRID3
* xyz -1 1
O -0.717 2.027 -0.039
C -1.325 1.798 -1.066
O -2.296 2.440 -1.512
C -1.107 0.335 -1.626
C 0.270 -0.040 -1.287
C 0.199 -0.529 0.141
C 1.276 -0.919 0.903
C 0.992 -1.177 2.311
H -1.273 0.791 -2.724
H -1.874 -0.244 -1.091
H 0.802 -0.604 -1.991
H 1.103 0.787 -1.454
H -0.724 -0.187 0.760
H 2.253 -0.798 0.458
H 0.041 -1.789 2.461
H 0.646 -0.242 2.806
H 1.734 -1.649 2.949
*
```

Summary:
F_max: 0.1059 Eh/bohr
Structure (SMILES): C/C=C/CCC(=O)[O-]
HOMO energy: -3.76 eV

***

Here is 2 unconnected molecules or ions with the total composition C3H4IN3O from the Open Molecules 2025 dataset. Energies are from ωB97M-V with the def2-TZVPD basis set.

Structure (ORCA input):
```
! wB97M-V def2-TZVPD RIJCOSX def2/J DEFGRID3
* xyz 0 1
C 0.326 -1.552 1.390
C 0.663 1.347 -0.969
C -0.736 -1.464 0.809
N -0.429 1.097 -1.357
N 1.791 1.953 -0.533
N -2.022 -1.737 0.603
O -1.405 0.475 -1.691
I 2.151 -0.922 1.837
H 2.003 1.860 0.445
H 2.567 2.332 -1.044
H -2.185 -2.347 -0.235
H -2.723 -1.042 0.745
*
```

Summary:
F_max: 0.0786 Eh/bohr
HOMO energy: -8.24 eV

***

Here is a molecular structure, C37H46Cl3GeO6ReSi from the Open Molecules 2025 dataset. Energies are from ωB97M-V with the def2-TZVPD basis set.

Structure (ORCA input):
```
! wB97M-V def2-TZVPD RIJCOSX def2/J DEFGRID3
* xyz 2 1
Re 0.635 -1.120 0.873
Cl -0.071 -4.102 7.434
C 0.424 -3.284 5.999
C -0.329 -3.421 4.848
C 0.104 -2.741 3.725
Cl -0.809 -2.851 2.228
C 1.228 -1.934 3.689
O 1.631 -1.279 2.581
C 1.963 -1.831 4.868
Cl 3.384 -0.850 4.876
C 1.568 -2.500 6.014
H -1.214 -4.039 4.835
H 2.151 -2.410 6.920
O 1.976 -2.818 0.501
H 2.793 -2.685 1.014
H 2.245 -2.948 -0.420
C -5.329 0.624 1.429
C -4.132 0.486 2.358
C -4.234 -0.778 3.198
C -3.971 1.718 3.230
O -2.902 0.383 1.581
Si -2.633 -0.246 0.129
O -0.974 -0.576 0.237
O -3.417 -1.633 -0.081
C -3.466 -2.595 -1.162
C -2.169 -2.570 -1.964
C -3.670 -3.952 -0.512
C -4.647 -2.220 -2.044
O -2.822 0.691 -1.168
C -2.371 2.007 -1.544
C -2.857 2.211 -2.970
C -0.846 2.047 -1.487
C -2.975 3.041 -0.607
H -6.238 0.762 2.013
H -5.454 -0.268 0.814
H -5.212 1.489 0.775
H -5.155 -0.773 3.781
H -3.392 -0.844 3.888
H -4.238 -1.660 2.555
H -4.821 1.815 3.905
H -3.915 2.620 2.619
H -3.062 1.643 3.827
H -1.315 -2.818 -1.326
H -2.003 -1.588 -2.412
H -2.216 -3.310 -2.762
H -2.831 -4.201 0.140
H -3.757 -4.729 -1.271
H -4.581 -3.951 0.086
H -4.492 -1.237 -2.490
H -5.560 -2.189 -1.450
H -4.780 -2.951 -2.842
H -2.383 1.495 -3.642
H -2.622 3.219 -3.313
H -3.936 2.072 -3.020
H -0.419 1.328 -2.188
H -0.489 1.811 -0.480
H -0.493 3.046 -1.755
H -4.064 3.009 -0.654
H -2.654 4.042 -0.899
H -2.667 2.864 0.425
C 1.703 -0.020 0.132
Ge 2.962 0.871 -1.058
C 3.471 2.621 -0.314
C 4.427 3.428 -1.027
C 4.765 4.663 -0.570
C 4.212 5.119 0.650
C 3.304 4.313 1.400
C 2.963 3.081 0.937
C 4.514 -0.278 -0.862
C 4.839 -0.787 0.401
C 5.926 -1.634 0.552
C 6.701 -1.969 -0.553
C 6.390 -1.460 -1.807
C 5.304 -0.610 -1.962
C 2.213 0.902 -2.831
C 1.489 -0.207 -3.263
C 0.928 -0.233 -4.529
C 1.078 0.860 -5.373
C 1.783 1.976 -4.949
C 2.351 1.997 -3.683
H 4.875 3.049 -1.938
H 5.462 5.287 -1.113
H 4.500 6.090 1.037
H 2.900 4.689 2.330
H 2.276 2.460 1.499
H 4.239 -0.531 1.271
H 6.177 -2.025 1.529
H 7.554 -2.623 -0.435
H 6.993 -1.727 -2.664
H 5.064 -0.221 -2.945
H 1.334 -1.056 -2.604
H 0.374 -1.101 -4.858
H 0.643 0.840 -6.364
H 1.886 2.833 -5.601
H 2.889 2.884 -3.369
*
```

Summary:
F_max: 0.0507 Eh/bohr
HOMO energy (alpha / beta): -13.47 / -13.47 eV

***

Here is a gas-phase ion, C4H7N2 (charge +1) from the Open Molecules 2025 dataset. Energies are from ωB97M-V with the def2-TZVPD basis set.

Structure (ORCA input):
```
! wB97M-V def2-TZVPD RIJCOSX def2/J DEFGRID3
* xyz 1 1
C 0.394 1.642 0.870
C 0.038 0.359 0.215
C -0.924 -0.556 0.513
N -0.778 -1.554 -0.426
C 0.263 -1.333 -1.213
N 0.748 -0.136 -0.853
H 0.115 1.566 1.922
H -0.261 2.436 0.512
H 1.430 1.962 0.843
H -1.706 -0.389 1.225
H -1.322 -2.389 -0.335
H 0.402 -1.923 -2.100
H 1.602 0.315 -1.173
*
```

Summary:
F_max: 0.0314 Eh/bohr
Structure (SMILES): Cc1c[nH]c[nH+]1
HOMO energy: -14.37 eV

***

Here is 2 unconnected molecules or ions with the total composition C4H9NOS from the Open Molecules 2025 dataset. Energies are from ωB97M-V with the def2-TZVPD basis set.

Structure (ORCA input):
```
! wB97M-V def2-TZVPD RIJCOSX def2/J DEFGRID3
* xyz 0 1
C -0.850 1.226 -0.371
C 1.310 1.009 -0.996
C -1.917 0.464 0.109
C -1.919 -1.001 0.293
N 1.520 -1.309 0.374
O 3.110 0.649 0.819
S 2.569 -0.158 -0.316
H -0.740 2.282 -0.369
H 2.091 -1.922 0.883
H 0.918 0.829 -2.014
H 1.696 2.005 -0.520
H -2.699 1.075 0.474
H -0.942 -1.529 0.298
H -2.323 -1.328 -0.620
H -2.445 -1.297 1.155
H 0.621 -0.997 0.800
*
```

Summary:
F_max: 0.1156 Eh/bohr
HOMO energy: -9.10 eV

***

Here is 2 unconnected molecules or ions with the total composition C4H12N2 from the Open Molecules 2025 dataset. Energies are from ωB97M-V with the def2-TZVPD basis set.

Structure (ORCA input):
```
! wB97M-V def2-TZVPD RIJCOSX def2/J DEFGRID3
* xyz 0 1
C -0.467 0.207 -0.244
C -0.760 -0.106 -1.695
C -0.595 -1.596 -1.990
N -0.296 1.672 -0.075
H 0.470 -0.268 0.049
H -1.277 -0.157 0.396
H -0.068 0.480 -2.306
H -1.756 0.218 -2.009
H -1.240 -2.202 -1.347
H 0.416 -1.919 -1.730
H -0.814 -1.844 -3.025
H -0.225 1.897 0.908
H -1.182 2.096 -0.330
C 1.457 0.063 2.953
N 1.802 1.199 2.531
H 1.235 -0.055 4.014
H 1.418 -0.871 2.388
H 1.884 1.186 1.512
*
```

Summary:
F_max: 0.0188 Eh/bohr
Structure (SMILES): CCCN.C=N
HOMO energy: -9.60 eV